A structure of composition C44H44N6P2S2SeTl. Source: the Open Molecules 2025 dataset; level of theory: wB97M-V/def2-TZVPD.

Atoms and positions in Å:
Tl  -0.3350  -0.0636  0.2030
N  -0.9500  2.6330  1.6809
C  -1.3867  2.3714  2.9811
C  -1.1989  3.2512  4.0197
C  -1.7264  2.9891  5.2952
C  -2.4593  1.8625  5.5346
C  -2.6247  0.9040  4.5108
C  -3.3754  -0.2812  4.6777
C  -3.4914  -1.1634  3.6413
C  -2.8158  -0.8897  2.4396
N  -2.1102  0.1979  2.2410
C  -2.0417  1.1284  3.2364
H  -0.6570  3.5890  1.5426
H  -1.6392  2.3531  0.9949
H  -0.6766  4.1838  3.8420
H  -1.5856  3.7182  6.0816
H  -2.9316  1.6977  6.4941
H  -3.8623  -0.4708  5.6266
H  -4.0876  -2.0624  3.7278
H  -2.8760  -1.5823  1.6056
N  2.7907  1.5644  -1.7880
P  2.0906  2.1240  -0.2492
C  3.2910  3.5088  -0.1006
C  2.9848  4.6773  -0.7994
C  3.8344  5.7694  -0.7500
C  4.9902  5.7105  0.0166
C  5.3004  4.5543  0.7163
C  4.4548  3.4552  0.6629
C  2.8214  0.9483  0.9552
C  3.7536  -0.0399  0.6568
C  4.2444  -0.8617  1.6603
C  3.8183  -0.7041  2.9694
C  2.8705  0.2646  3.2708
C  2.3668  1.0784  2.2685
P  2.2866  0.4764  -2.9023
C  3.5243  0.4943  -4.1961
C  4.3940  -0.5737  -4.3947
C  5.3384  -0.5006  -5.4063
C  5.3975  0.6194  -6.2235
C  4.5196  1.6789  -6.0298
C  3.5844  1.6238  -5.0125
C  0.6710  0.8570  -3.5522
C  0.1991  0.0021  -4.5497
C  -1.0627  0.2039  -5.0744
C  -1.8421  1.2581  -4.6167
C  -1.3561  2.1271  -3.6504
C  -0.1008  1.9262  -3.1033
H  3.7922  1.7248  -1.8233
H  2.0693  4.7269  -1.3792
H  3.5949  6.6706  -1.2983
H  5.6439  6.5702  0.0760
H  6.2040  4.5112  1.3099
H  4.6976  2.5635  1.2254
H  4.0873  -0.1953  -0.3603
H  4.9644  -1.6321  1.4185
H  4.2208  -1.3353  3.7506
H  2.5346  0.4013  4.2922
H  1.6222  1.8327  2.5021
H  4.3268  -1.4536  -3.7679
H  6.0247  -1.3215  -5.5617
H  6.1249  0.6655  -7.0225
H  4.5592  2.5433  -6.6782
H  2.8924  2.4413  -4.8474
H  0.8168  -0.8170  -4.9014
H  -1.4541  -0.4727  -5.8204
H  -2.8412  1.3951  -5.0058
H  -1.9651  2.9555  -3.3149
H  0.2862  2.5885  -2.3403
C  -6.4496  -5.4147  1.2965
C  -5.5004  -4.3835  0.7486
C  -5.8501  -3.0414  0.7006
C  -5.0169  -2.0767  0.1416
C  -5.4542  -0.6393  0.1124
C  -3.7814  -2.4790  -0.3873
Se  -2.6634  -1.1930  -1.3071
C  -3.3958  -3.8263  -0.3267
C  -2.0815  -4.2795  -0.8901
C  -4.2614  -4.7539  0.2430
H  -7.1366  -4.9731  2.0173
H  -5.9110  -6.2314  1.7769
H  -7.0427  -5.8436  0.4860
H  -6.8153  -2.7343  1.0906
H  -6.5208  -0.5485  0.3162
H  -5.2359  -0.2016  -0.8602
H  -4.9068  -0.0580  0.8594
H  -1.2654  -3.6689  -0.4980
H  -2.0819  -4.1459  -1.9741
H  -1.8931  -5.3322  -0.6709
H  -3.9676  -5.7986  0.2677
N  0.0490  -2.1152  3.7349
C  -0.1290  -2.7541  2.5705
N  -1.1791  -3.5736  2.4444
S  0.9815  -2.5781  1.3167
H  -0.5545  -2.2640  4.5271
H  0.8810  -1.5620  3.8450
H  -1.8829  -3.6606  3.1594
H  -1.3563  -3.9845  1.5424
S  1.6643  -3.6359  -2.9847
C  1.9572  -2.1736  -2.6261
N  2.2651  -1.0463  -2.2792

Forces on atoms 1 to 3 (eV/Å):
-0.5044 -0.5021 -0.4126
0.0334 -0.0454 0.0300
-0.0248 -0.0331 0.1583

Values from the calculation:
Energy above the lowest of the compared OMol25 structures with the same formula, charge and spin   38.2 kJ/mol
Total charge   +1
E_LUMO   -0.09146 hartree
Molar mass   1066.30 g mol⁻¹
E   -165569.12617 eV
Kohn-Sham gap   5.826 eV
Strongest force on any atom   0.82 eV Å⁻¹
Highest occupied orbital energy   -8.314 eV

Atomic partial charges in e from the Mulliken method, atoms 1 to 2:
1. Tl 1.1172
2. N -0.2344